# C28H41BrF3N3O8Si3Tl

A structure of composition C28H41BrF3N3O8Si3Tl in a non-equilibrium geometry (ωB97M-V with the def2-TZVPD basis set, OMol25).

The geometry in XYZ format:
```
88
Properties=species:S:1:pos:R:3:mulliken_charge:R:1
Tl 0.212 -0.029 0.181 1.405
O -0.632 1.696 -4.233 -0.746
C -1.858 1.238 -4.531 0.456
C -2.426 1.544 -5.771 -0.724
C -3.667 1.043 -6.117 -0.336
C -4.369 0.225 -5.243 -0.803
C -3.831 -0.051 -3.996 -0.617
C -2.595 0.457 -3.626 -0.228
C -2.084 0.254 -2.207 0.699
O -0.715 0.278 -2.136 -0.067
N -2.734 1.300 -1.381 0.019
N -2.850 0.974 -0.092 -0.220
C -3.046 1.860 0.811 -0.527
C -3.279 1.477 2.188 0.300
Br -3.433 -0.395 2.459 -0.076
C -3.319 2.351 3.197 -0.567
C -3.440 2.074 4.630 0.420
C -2.557 2.719 5.498 -0.449
C -2.576 2.441 6.854 -0.567
C -3.501 1.545 7.370 -0.373
C -4.408 0.930 6.521 -0.658
C -4.379 1.189 5.160 -0.230
H -0.402 1.307 -3.341 0.042
H -1.875 2.185 -6.447 0.446
H -4.091 1.293 -7.082 0.368
H -5.332 -0.180 -5.525 0.389
H -4.382 -0.659 -3.288 0.409
H -2.513 -0.678 -1.799 -0.371
H -2.422 2.251 -1.588 0.345
H -3.076 2.923 0.579 0.360
H -3.099 3.381 2.932 0.390
H -1.809 3.381 5.086 0.366
H -1.865 2.925 7.510 0.374
H -3.513 1.324 8.430 0.367
H -5.141 0.240 6.923 0.369
H -5.095 0.711 4.507 0.518
C 4.065 0.072 -0.155 -1.186
O 2.860 -0.681 -0.134 0.212
Si 2.675 -2.234 -0.618 0.411
C 3.036 -2.419 -2.463 -1.206
C 3.968 -3.286 0.293 -1.451
C 0.892 -2.612 -0.079 -0.046
Si -0.224 -3.353 -1.434 0.434
C -0.203 -2.530 -3.129 -0.469
C -2.048 -3.534 -0.949 -1.283
C 0.489 -5.123 -1.613 -1.306
Si 0.634 -3.116 1.741 0.593
C 1.517 -1.962 2.953 -0.755
C -1.193 -3.280 2.212 -0.757
C 1.337 -4.877 1.954 -1.235
H 4.864 -0.467 0.361 0.327
H 3.866 1.010 0.355 0.258
H 4.370 0.273 -1.185 0.307
H 4.109 -2.345 -2.654 0.428
H 2.547 -1.625 -3.028 0.272
H 2.697 -3.377 -2.857 0.357
H 4.968 -2.920 0.053 0.421
H 3.928 -4.337 0.005 0.379
H 3.844 -3.217 1.374 0.341
H -0.132 -1.448 -3.017 -0.207
H -1.139 -2.733 -3.653 0.427
H 0.619 -2.860 -3.763 0.543
H -2.447 -2.599 -0.552 0.143
H -2.212 -4.310 -0.202 0.401
H -2.640 -3.792 -1.829 0.465
H 1.521 -5.179 -1.263 0.328
H 0.469 -5.438 -2.657 0.415
H -0.101 -5.837 -1.039 0.346
H 0.798 -1.546 3.659 0.388
H 1.977 -1.120 2.433 0.023
H 2.295 -2.470 3.523 0.444
H -1.828 -2.599 1.650 -0.322
H -1.326 -3.027 3.265 0.421
H -1.570 -4.292 2.066 0.324
H 2.372 -4.967 1.632 0.323
H 0.747 -5.603 1.394 0.282
H 1.292 -5.155 3.009 0.407
O 1.647 2.442 3.429 -0.736
N 1.342 1.610 2.578 0.863
O 0.254 0.976 2.666 -0.453
O 2.104 1.341 1.627 -0.578
F 1.898 1.309 -1.746 -0.169
C 1.782 2.660 -1.713 0.913
F 2.857 3.116 -1.037 -0.319
F 1.925 3.079 -2.978 -0.294
C 0.434 3.151 -1.053 0.255
O -0.057 4.158 -1.535 -0.720
O 0.037 2.445 -0.089 -0.441
```

Output
lowest unoccupied orbital energy: -0.02 eV
net charge: -1
highest occupied orbital energy: -5.51 eV
Kohn-Sham gap: 5.489 eV
energy above the lowest of the compared OMol25 structures with the same formula, charge and spin: 162.66 kJ/mol
max |F|: 1.56 eV Å⁻¹

***

# C28H41N7

A cluster of 7 separate species, C28H41N7 in total in a non-equilibrium geometry (ωB97M-V with the def2-TZVPD basis set, OMol25).

The geometry in XYZ format:
```
76
Properties=species:S:1:pos:R:3:mulliken_charge:R:1
C -0.068 -2.405 -2.635 -1.002
C -0.270 -2.183 -1.026 -0.401
C 0.683 -0.990 -0.574 -0.583
C 0.273 0.301 -0.853 0.291
N -0.164 1.323 -1.110 -0.437
H 0.159 -1.489 -3.180 0.360
H -1.026 -2.750 -3.023 0.300
H 0.614 -3.255 -2.667 0.280
H 0.110 -2.977 -0.383 0.284
H -1.315 -2.070 -0.738 0.339
H 1.687 -1.164 -0.961 0.281
H 0.705 -0.860 0.508 0.288
C -1.021 -13.790 -2.356 -1.007
C 0.125 -13.341 -1.345 -0.507
C 0.639 -11.899 -1.571 -0.491
C -0.406 -10.924 -1.051 0.224
N -1.206 -10.195 -0.682 -0.398
H -0.780 -13.348 -3.322 0.288
H -2.043 -13.606 -2.026 0.307
H -0.979 -14.877 -2.419 0.316
H 0.958 -14.044 -1.328 0.350
H -0.269 -13.559 -0.353 0.321
H 0.977 -11.671 -2.582 0.317
H 1.528 -11.595 -1.018 0.281
C 5.570 5.150 -3.489 -1.096
C 6.153 5.769 -2.227 -0.525
C 6.453 7.279 -2.263 -0.201
C 7.306 7.785 -1.223 0.116
N 7.910 8.351 -0.347 -0.442
H 4.708 5.788 -3.684 0.287
H 5.266 4.126 -3.268 0.322
H 6.214 5.283 -4.358 0.330
H 6.985 5.188 -1.828 0.424
H 5.389 5.605 -1.466 0.267
H 5.498 7.796 -2.159 0.277
H 7.041 7.461 -3.162 0.241
N 8.072 -5.990 4.567 -0.018
C 7.574 -4.690 4.602 -0.439
C 6.203 -4.741 4.771 -0.277
C 5.865 -6.092 4.503 -0.513
C 7.068 -6.896 4.535 -0.390
H 9.063 -6.184 4.576 0.204
H 8.244 -3.843 4.607 0.354
H 5.534 -3.928 5.009 0.372
H 4.845 -6.422 4.630 0.344
H 7.211 -7.961 4.642 0.364
N -2.717 9.203 -2.427 -0.010
C -3.144 10.021 -1.427 -0.521
C -3.829 11.100 -1.984 -0.363
C -3.682 10.934 -3.421 -0.365
C -3.037 9.757 -3.607 -0.393
H -2.222 8.364 -2.157 0.209
H -3.022 9.826 -0.371 0.358
H -4.420 11.871 -1.512 0.374
H -3.972 11.621 -4.203 0.365
H -2.497 9.293 -4.419 0.346
N 0.177 7.899 5.502 -0.019
C -1.014 7.305 5.130 -0.491
C -2.003 8.041 5.777 -0.392
C -1.371 8.995 6.518 -0.265
C 0.019 8.912 6.447 -0.490
H 1.068 7.536 5.193 0.199
H -0.998 6.433 4.492 0.367
H -3.082 7.990 5.744 0.374
H -1.910 9.747 7.075 0.364
H 0.859 9.396 6.922 0.352
N -10.616 -2.265 -0.860 -0.001
C -11.368 -3.084 -1.633 -0.250
C -10.549 -4.225 -1.899 -0.598
C -9.233 -3.873 -1.411 -0.317
C -9.376 -2.654 -0.830 -0.492
H -10.942 -1.366 -0.534 0.212
H -12.368 -2.759 -1.880 0.364
H -10.854 -4.960 -2.630 0.348
H -8.354 -4.494 -1.499 0.377
H -8.622 -2.031 -0.372 0.358
```

Output
lowest unoccupied orbital energy: 0.70 eV
net charge: 0
highest occupied orbital energy: -8.14 eV
Kohn-Sham gap: 8.841 eV
SMILES: c1cc[nH]c1.c1cc[nH]c1.c1cc[nH]c1.c1cc[nH]c1.CCCC#N.CCCC#N.CCCC#N
energy above the lowest of the compared OMol25 structures with the same formula, charge and spin: 363.34 kJ/mol
max |F|: 6.99 eV Å⁻¹

***

# C28H42AlN3P2

A structure of composition C28H42AlN3P2 (ωB97M-V with the def2-TZVPD basis set, OMol25).

The geometry in XYZ format:
```
76
Properties=species:S:1:pos:R:3:mulliken_charge:R:1
Al 0.016 0.032 0.445 -2.502
C 1.721 -1.486 3.444 -1.093
C 1.019 -0.172 3.807 0.926
C 0.688 -0.090 5.300 -1.566
P -0.460 0.183 2.761 0.983
C -1.961 -0.514 3.530 0.745
C -3.219 -0.009 2.816 -1.416
C -1.902 -2.046 3.543 -1.348
C -0.591 1.979 2.676 0.245
C -1.083 2.716 3.754 -0.700
C -0.994 4.095 3.766 -1.020
C -0.373 4.730 2.700 -0.914
C 0.095 4.019 1.604 -1.166
C -0.046 2.631 1.543 0.240
N 0.358 1.831 0.459 1.918
C 0.937 2.279 -0.754 0.193
C 0.596 3.456 -1.419 -1.327
C 1.198 3.778 -2.627 -1.050
C 2.128 2.933 -3.220 -0.929
C 2.438 1.735 -2.601 -0.709
C 1.855 1.402 -1.378 -0.156
P 2.157 -0.182 -0.552 1.565
C 3.696 -0.060 0.434 0.764
C 4.905 -0.023 -0.503 -1.560
C 3.643 1.178 1.336 -1.357
C 2.338 -1.480 -1.823 0.400
C 1.076 -1.572 -2.685 -1.599
C 2.654 -2.809 -1.126 -1.476
H 2.677 -1.550 3.966 0.454
H 1.925 -1.570 2.374 0.117
H 1.133 -2.354 3.740 0.280
H 1.681 0.661 3.562 0.391
H 0.077 -0.935 5.623 0.335
H 0.172 0.836 5.559 0.384
H 1.614 -0.116 5.876 0.478
H -1.956 -0.152 4.560 0.763
H -3.317 -0.477 1.831 0.143
H -3.227 1.073 2.684 0.332
H -4.099 -0.284 3.398 0.545
H -1.715 -2.446 2.542 0.143
H -2.858 -2.443 3.885 0.470
H -1.133 -2.430 4.211 0.301
H -1.525 2.204 4.602 0.392
H -1.377 4.664 4.603 0.492
H -0.253 5.807 2.712 0.430
H 0.586 4.554 0.806 0.726
H -0.153 4.118 -1.010 0.649
H 0.924 4.703 -3.120 0.447
H 2.591 3.199 -4.161 0.507
H 3.134 1.052 -3.076 0.459
H 3.732 -0.963 1.049 0.598
H 4.892 0.874 -1.126 0.341
H 4.979 -0.900 -1.146 0.383
H 5.810 0.014 0.105 0.482
H 3.686 2.090 0.737 0.337
H 4.505 1.173 2.004 0.570
H 2.739 1.224 1.946 -0.055
H 3.177 -1.194 -2.459 0.586
H 0.190 -1.764 -2.074 0.279
H 1.164 -2.410 -3.380 0.562
H 0.901 -0.667 -3.266 0.320
H 1.860 -3.087 -0.423 0.208
H 3.595 -2.778 -0.574 0.354
H 2.731 -3.605 -1.867 0.509
C -1.949 -2.859 -0.396 -1.333
C -2.375 -1.450 -0.629 0.693
N -1.654 -0.355 -0.412 0.709
C -2.440 0.754 -0.763 -0.131
C -3.634 0.300 -1.192 -0.944
N -3.569 -1.079 -1.099 0.035
H -0.944 -2.892 0.023 0.143
H -1.944 -3.423 -1.330 0.421
H -2.625 -3.360 0.297 0.436
H -2.076 1.765 -0.682 0.507
H -4.506 0.821 -1.551 0.429
H -4.302 -1.719 -1.366 0.233
```

Output
lowest unoccupied orbital energy: -5.18 eV
net charge: +2
highest occupied orbital energy: -13.05 eV
Kohn-Sham gap: 7.867 eV
max |F|: 0.60 eV Å⁻¹

***

> lowest unoccupied orbital energy of number 3 (C28H42AlN3P2)?

-5.18 eV

***

> Which of these has the highest lowest unoccupied orbital energy?

C28H41N7

***

> max |F| of number 3 (C28H42AlN3P2)?

0.60 eV Å⁻¹